Entry from the OMol25 dataset: an isolated molecule of C3H8O2 in a non-equilibrium geometry (ωB97M-V/def2-TZVPD).

SMILES string: C[C@@H](O)CO
Maximum force in Eh/bohr: 0.05052
Energy above the lowest of the compared OMol25 structures with the same formula, charge and spin in eV: 1.540

Atoms and positions in Å:
C -1.60756 0.32248 0.22010
C -0.31033 -0.36502 -0.16786
O -0.16289 -0.58142 -1.53032
C 0.90821 0.33555 0.42228
O 2.03380 -0.37469 -0.07934
H -1.59492 1.37538 0.55293
H -1.63584 -0.38886 1.02709
H -2.44358 0.15556 -0.47091
H -0.34968 -1.38276 0.39827
H 0.71212 -0.99482 -1.53965
H 0.96563 1.40937 0.18076
H 0.85687 0.23387 1.51399
H 2.62455 0.24675 -0.51098

Cartesian forces, eV/Å:
0.1 -0.5 0.2
0.1 -0.5 0.7
0.3 -0.1 -0.3
-0.2 0.0 0.1
0.5 0.1 0.1
0.3 -0.5 -0.3
-2.0 0.8 1.4
0.4 -0.1 0.2
0.4 1.1 -1.2
0.1 0.0 -0.7
-0.2 -0.3 -0.1
0.2 0.1 -0.1
0.1 -0.1 0.0

***

Entry from the OMol25 dataset: an isolated molecule of C3H8O2 (ωB97M-V/def2-TZVPD).

SMILES string: C[C@@H](O)CO
Maximum force in Eh/bohr: 0.00735
Energy above the lowest of the compared OMol25 structures with the same formula, charge and spin in eV: 0.647

Atoms and positions in Å:
C -0.15421 -1.01433 -1.27637
C 0.46653 -0.17572 -0.17567
O 1.18571 0.88262 -0.77671
C -0.57659 0.38777 0.77589
O 0.10898 1.21583 1.70591
H -0.82920 -0.40748 -1.88947
H -0.71836 -1.85319 -0.85310
H 0.62722 -1.41599 -1.92665
H 1.14737 -0.80349 0.42514
H 1.44917 1.47513 -0.05740
H -1.31103 0.98457 0.21513
H -1.10784 -0.43393 1.27594
H -0.26795 1.08429 2.58023

Cartesian forces, eV/Å:
0.0 0.0 0.0
-0.2 -0.3 0.1
0.1 0.2 0.1
-0.2 -0.2 -0.3
-0.1 0.0 0.3
0.1 -0.1 0.1
0.1 0.1 -0.1
-0.1 0.1 0.1
-0.1 0.1 -0.1
0.0 -0.1 -0.2
0.1 -0.1 0.1
0.1 0.1 0.0
0.1 0.1 -0.1